[1]
C20H29N3O5S | ωB97M-V/def2-TZVPD

Element x y z (Å)
C 0.00 -2.44 2.56
C -0.43 -3.61 1.68
H -1.37 -4.02 2.04
H 0.32 -4.41 1.75
C -0.54 -3.22 0.21
N -1.47 -2.14 -0.05
C -1.02 -1.04 -0.70
O 0.15 -0.91 -1.01
C -2.04 0.06 -1.02
H -2.95 -0.40 -1.41
C -2.39 0.89 0.24
N -1.89 2.23 0.19
S -0.64 2.67 1.18
O -0.48 4.09 1.04
O -0.91 2.12 2.48
C 0.82 1.85 0.54
C 1.41 2.33 -0.62
C 2.46 1.64 -1.21
C 2.87 0.47 -0.60
C 2.28 0.02 0.59
C 1.25 0.70 1.19
H 0.77 0.39 2.10
O 2.87 -1.14 0.97
C 3.81 -1.46 0.03
O 4.50 -2.44 0.06
N 3.82 -0.46 -0.92
C 4.67 -0.48 -2.08
H 4.07 -0.51 -2.99
H 5.28 -1.38 -2.02
H 5.31 0.40 -2.09
H 2.92 2.00 -2.12
H 1.04 3.25 -1.04
C -2.27 3.05 -0.93
C -2.33 2.23 -2.23
C -1.47 0.98 -2.11
H -1.45 0.44 -3.05
H -0.45 1.25 -1.85
H -2.00 2.84 -3.07
H -3.37 1.93 -2.43
H -3.24 3.52 -0.73
H -1.53 3.85 -0.99
H -3.49 0.94 0.36
H -1.98 0.45 1.15
C -2.87 -2.42 0.20
H -2.93 -3.06 1.08
H -3.41 -1.50 0.43
C -3.55 -3.14 -0.98
C -5.03 -3.36 -0.70
H -5.54 -2.42 -0.55
H -5.50 -3.88 -1.54
H -5.16 -3.97 0.19
H -3.06 -4.09 -1.15
H -3.44 -2.54 -1.89
H 0.44 -2.87 -0.15
H -0.83 -4.10 -0.38
H 0.06 -2.76 3.60
H -0.72 -1.63 2.49
H 0.98 -2.08 2.25

F_max: 0.0222 Eh/bohr
Energy relative to the best compared isomer or geometry (same formula, charge and spin): 21.9 kcal/mol
SMILES string: CCCN(CCC)C(=O)[C@@H]1CCCN(S(=O)(=O)c2ccc3c(c2)oc(=O)n3C)C1
Electronic energy: -1718.20993 Eh



[2]
C20H29NO4 | ωB97M-V/def2-TZVPD

Element x y z (Å)
C -6.34 -3.42 0.15
C -5.07 -2.59 0.04
C -5.38 -1.10 -0.01
C -4.15 -0.22 -0.23
C -3.19 -0.21 0.96
C -1.98 0.70 0.75
H -1.50 0.46 -0.21
H -1.25 0.51 1.54
C -2.35 2.19 0.76
N -1.17 3.01 0.64
C -0.87 3.70 -0.47
O -1.60 3.82 -1.43
C 0.51 4.37 -0.41
O 1.44 3.69 0.41
C 1.88 2.46 0.00
C 2.83 1.86 0.81
C 3.35 0.60 0.49
C 2.92 -0.06 -0.67
C 1.95 0.55 -1.46
C 1.43 1.78 -1.13
H 0.67 2.21 -1.77
H 1.61 0.03 -2.35
O 3.39 -1.26 -1.07
C 4.60 -1.72 -0.45
C 5.79 -0.97 -1.06
H 5.80 -1.09 -2.14
H 5.73 0.10 -0.83
H 6.72 -1.35 -0.66
C 4.55 -1.51 1.06
C 4.30 -0.05 1.41
O 4.79 0.49 2.37
H 3.72 -2.09 1.48
H 5.47 -1.84 1.53
C 4.69 -3.21 -0.79
H 3.82 -3.73 -0.39
H 5.59 -3.64 -0.37
H 4.70 -3.34 -1.87
H 3.18 2.35 1.70
H 0.40 5.36 0.05
H 0.89 4.50 -1.43
H -0.47 2.95 1.37
H -2.87 2.43 1.70
H -2.99 2.44 -0.08
H -3.73 0.10 1.85
H -2.83 -1.23 1.13
H -4.49 0.80 -0.42
H -3.62 -0.56 -1.12
H -6.09 -0.91 -0.82
H -5.87 -0.80 0.93
H -4.53 -2.87 -0.87
H -4.42 -2.81 0.89
H -6.88 -3.17 1.06
H -6.10 -4.48 0.18
H -6.99 -3.24 -0.70

F_max: 0.0130 Eh/bohr
Energy relative to the best compared isomer or geometry (same formula, charge and spin): 4.8 kcal/mol
SMILES string: CCCCCCCNC(=O)COc1ccc2c(c1)C(=O)CC(C)(C)O2
Electronic energy: -1135.24899 Eh



[3]
C20H29O6Sr | ωB97M-V/def2-TZVPD

Element x y z (Å)
Sr -1.03 -0.25 0.68
C -0.77 -1.29 -3.06
C 0.60 -1.45 -2.45
O 0.41 -1.72 -1.07
C 1.63 -1.93 -0.34
C 1.30 -2.97 0.72
O 0.08 -2.60 1.38
C -0.90 -3.63 1.52
C -2.05 -3.37 0.58
O -2.64 -2.13 0.96
C -3.55 -1.57 0.01
C -4.16 -0.31 0.60
O -3.28 0.83 0.53
C -3.49 1.63 -0.64
C -2.35 2.62 -0.67
O -1.10 1.93 -0.73
C -0.46 1.92 -2.00
C -1.20 1.07 -3.01
O -1.50 -0.22 -2.47
H -1.36 -2.20 -2.87
H -0.70 -1.16 -4.14
H 1.20 -0.55 -2.59
H 1.12 -2.28 -2.93
H 1.95 -0.99 0.10
H 2.40 -2.33 -0.99
H 2.10 -3.03 1.45
H 1.16 -3.94 0.25
H -1.25 -3.61 2.55
H -0.47 -4.61 1.33
H -2.78 -4.18 0.64
H -1.70 -3.32 -0.46
H -4.36 -2.28 -0.20
H -3.03 -1.40 -0.95
H -4.37 -0.49 1.66
H -5.11 -0.11 0.12
H -4.45 2.15 -0.59
H -3.50 0.98 -1.53
H -2.34 3.18 0.26
H -2.44 3.33 -1.50
H 0.54 1.54 -1.81
H -0.37 2.94 -2.38
H -0.60 0.98 -3.92
H -2.15 1.53 -3.28
C 1.10 0.73 1.55
C 2.13 1.33 1.82
C 3.33 2.04 2.16
C 4.58 1.51 1.83
C 5.75 2.18 2.15
C 5.69 3.41 2.80
C 4.45 3.95 3.13
C 3.28 3.28 2.81
H 4.63 0.55 1.33
H 6.71 1.76 1.89
H 6.60 3.94 3.05
H 4.40 4.91 3.64
H 2.32 3.70 3.07

Charge: +1
F_max: 0.0269 Eh/bohr
Energy relative to the best compared isomer or geometry (same formula, charge and spin): 16.0 kcal/mol
Electronic energy: -1261.37636 Eh



[4]
C20H29OPtSSe3 | ωB97M-V/def2-TZVPD

Element x y z (Å)
Pt 0.09 0.94 -0.57
C -2.10 3.53 -0.29
Se -0.23 3.28 0.19
C -0.39 3.00 2.12
C -1.26 1.82 2.47
Se -0.62 0.16 1.61
C -2.31 -0.80 1.84
H -2.46 4.43 0.21
H -2.69 2.66 -0.03
H -2.13 3.68 -1.36
H -0.78 3.92 2.54
H 0.64 2.87 2.46
H -2.29 1.97 2.16
H -1.25 1.65 3.55
H -2.52 -0.83 2.90
H -2.19 -1.81 1.45
H -3.09 -0.27 1.30
C -3.06 -5.61 1.12
C -2.26 -4.52 0.47
C -0.95 -4.27 0.85
C -0.19 -3.27 0.25
C 1.23 -3.06 0.69
C -0.78 -2.48 -0.75
Se 0.31 -1.19 -1.69
C -2.11 -2.71 -1.15
C -2.80 -1.93 -2.23
C -2.82 -3.73 -0.53
H -2.49 -6.11 1.90
H -3.36 -6.36 0.38
H -3.98 -5.22 1.57
H -0.50 -4.88 1.62
H 1.50 -3.77 1.47
H 1.39 -2.05 1.08
H 1.93 -3.18 -0.14
H -2.40 -0.92 -2.35
H -3.87 -1.86 -2.02
H -2.69 -2.43 -3.19
H -3.85 -3.91 -0.83
C 2.69 0.57 -2.86
S 1.62 1.79 -2.09
O 1.18 2.72 -3.11
C 2.85 2.61 -1.06
C 3.22 3.89 -1.42
C 4.16 4.56 -0.65
C 4.71 3.94 0.47
C 4.33 2.65 0.81
C 3.39 1.97 0.05
H 3.39 1.14 -3.47
H 2.09 -0.09 -3.49
H 3.21 -0.01 -2.10
H 2.77 4.35 -2.29
H 4.45 5.56 -0.91
H 5.44 4.47 1.07
H 4.77 2.17 1.68
H 3.09 0.97 0.31

Charge: +1
F_max: 0.0193 Eh/bohr
Energy relative to the best compared isomer or geometry (same formula, charge and spin): 0.0 kcal/mol
Electronic energy: -8576.34278 Eh



[5]
C20H30AsCaF9O14 | ωB97M-V/def2-TZVPD

Element x y z (Å)
Ca 0.14 -0.69 0.18
As 3.06 1.91 -0.07
F 4.18 3.12 -0.55
F 3.32 1.08 -1.56
F 1.95 0.59 0.42
F 2.73 2.74 1.40
F 1.68 2.71 -0.75
F 4.31 1.03 0.72
C -2.07 -2.79 -0.29
O -1.37 -2.28 -1.47
O -1.69 -2.00 0.69
C -3.57 -2.83 -0.55
F -4.20 -3.32 0.56
F -4.10 -1.66 -0.80
F -3.91 -3.69 -1.52
C -1.25 -3.11 -2.64
C -1.69 -2.30 -3.85
H -2.73 -1.98 -3.74
H -1.09 -1.39 -3.91
H -1.56 -2.90 -4.75
H -1.78 -4.06 -2.56
H -0.17 -3.25 -2.74
H -1.66 -3.80 -0.09
C 0.26 5.65 1.93
C -0.47 4.48 2.54
C -1.94 4.34 2.13
O -2.12 2.93 2.05
C -0.92 2.38 1.82
O -0.75 1.24 1.50
O 0.08 3.23 2.07
H 0.48 5.60 0.87
H 1.24 5.70 2.43
H -0.20 6.58 2.28
H -0.36 4.44 3.63
H -2.14 4.82 1.17
H -2.59 4.80 2.87
C 1.67 -5.52 -2.90
C 2.11 -5.40 -1.46
C 3.58 -4.96 -1.36
O 3.45 -3.54 -1.20
C 2.24 -3.28 -0.69
O 1.94 -2.21 -0.26
O 1.43 -4.35 -0.78
H 0.62 -5.79 -3.02
H 2.36 -6.20 -3.41
H 1.81 -4.59 -3.46
H 2.00 -6.38 -0.99
H 4.14 -5.11 -2.28
H 4.05 -5.45 -0.50
C -3.76 2.49 -2.02
C -2.71 1.66 -2.70
C -1.82 2.32 -3.73
O -0.57 1.68 -3.58
C -0.54 1.07 -2.39
O 0.35 0.37 -2.02
O -1.70 1.23 -1.73
H -4.53 2.65 -2.78
H -3.38 3.48 -1.76
H -4.18 1.99 -1.15
H -3.15 0.70 -3.01
H -1.76 3.40 -3.53
H -2.19 2.27 -4.75
C 2.48 2.05 4.81
C 1.85 0.72 4.91
C 0.32 0.60 4.77
O 0.13 -0.52 3.94
C 1.27 -0.72 3.22
O 1.31 -1.36 2.22
O 2.28 -0.04 3.74
H 2.24 2.50 3.85
H 3.52 2.07 5.13
H 2.08 2.70 5.61
H 2.16 0.13 5.78
H -0.02 1.57 4.36
H -0.17 0.46 5.73

F_max: 0.0422 Eh/bohr
Energy relative to the best compared isomer or geometry (same formula, charge and spin): 2.5 kcal/mol
Electronic energy: -5645.99882 Eh



[6]
C20H30B2BeN2O20 | ωB97M-V/def2-TZVPD

Element x y z (Å)
Be 0.07 -0.19 -0.11
O 0.50 4.32 -1.31
C 1.16 3.56 -0.53
O 2.21 3.92 0.21
B 2.71 2.78 1.01
O 1.60 1.81 0.76
C 0.91 2.11 -0.28
O -0.05 1.41 -0.80
O 2.98 2.99 2.45
C 4.30 3.01 2.67
O 4.85 3.51 3.65
C 4.88 2.38 1.47
O 4.03 2.36 0.54
O 6.05 1.83 1.40
O -5.91 -2.77 -1.70
C -5.29 -1.65 -1.56
O -4.55 -1.30 -0.55
B -4.02 0.00 -0.91
O -4.58 0.43 -2.19
C -5.19 -0.59 -2.70
O -5.77 -0.64 -3.75
O -4.43 0.89 0.23
C -3.34 1.24 0.87
O -3.27 1.72 1.97
C -2.17 0.66 0.14
O -2.60 -0.13 -0.82
O -0.97 0.89 0.46
C -0.90 1.40 -3.06
O -0.39 0.39 -2.19
C -0.73 -0.88 -2.86
C -0.74 -2.10 -1.96
N 0.31 -2.17 -0.91
C -0.01 -3.22 0.04
C -1.24 -2.90 0.91
O -1.14 -1.59 1.39
C -1.88 -1.32 2.53
H -1.03 1.17 -4.12
H -0.29 2.29 -2.90
H -1.90 1.61 -2.69
H -0.02 -0.96 -3.68
H -1.70 -0.82 -3.36
H -0.59 -2.98 -2.59
H -1.79 -2.18 -1.71
H 1.17 -2.41 -1.38
H 0.85 -3.33 0.71
H -0.18 -4.12 -0.54
H -1.24 -3.67 1.68
H -2.16 -2.95 0.33
H -2.96 -1.17 2.47
H -1.43 -0.45 3.03
H -1.69 -2.07 3.30
C 2.31 0.70 -2.85
O 2.07 0.21 -1.58
C 2.98 -0.60 -0.93
C 2.79 -0.71 0.62
N 1.57 -1.41 0.89
C 1.26 -1.33 2.34
C 1.07 0.14 2.79
O -0.07 0.59 2.06
C -0.77 1.70 2.72
H 1.58 1.49 -3.03
H 2.01 -0.16 -3.45
H 3.29 1.06 -3.16
H 4.02 -0.35 -1.15
H 3.06 -1.54 -1.47
H 2.71 0.35 0.84
H 3.64 -1.23 1.06
H 1.91 -2.35 0.82
H 2.08 -1.79 2.89
H 0.37 -1.93 2.54
H 1.87 0.82 2.49
H 0.93 0.34 3.85
H -1.12 1.39 3.70
H -1.69 1.80 2.15
H -0.29 2.68 2.78

F_max: 0.3012 Eh/bohr
Energy relative to the best compared isomer or geometry (same formula, charge and spin): 275.7 kcal/mol
Electronic energy: -2458.81103 Eh



[7]
C20H30Br4CaN7O4S2Si | ωB97M-V/def2-TZVPD

Element x y z (Å)
Ca -0.32 -0.01 -0.39
Br 5.84 0.19 2.76
C 3.98 0.10 2.42
C 3.07 0.20 3.46
Br 3.67 0.45 5.23
C 1.71 0.09 3.17
Br 0.42 0.11 4.56
C 1.22 -0.03 1.88
O -0.04 -0.17 1.62
C 2.16 -0.05 0.79
O 1.75 -0.09 -0.42
C 3.52 -0.05 1.12
Br 4.73 -0.31 -0.31
C 3.82 2.40 -2.19
C 3.34 2.71 -0.82
C 4.13 2.99 0.26
C 3.48 3.31 1.48
N 2.18 3.27 1.62
C 1.41 2.92 0.57
S -0.24 2.82 0.67
N 2.01 2.71 -0.65
C 4.28 3.73 2.67
H 4.90 2.41 -2.25
H 3.41 3.13 -2.89
H 3.46 1.41 -2.47
H 5.20 2.96 0.20
H 1.39 2.44 -1.43
H 5.14 3.07 2.80
H 3.67 3.72 3.56
H 4.66 4.74 2.51
C -1.11 -4.97 -0.04
C -0.09 -4.39 0.92
S -0.17 -2.52 1.02
O -0.26 -2.16 -0.42
C -1.88 -2.38 1.64
C -1.97 -2.77 3.10
H -0.83 -5.97 -0.37
H -1.16 -4.32 -0.92
H -2.10 -5.03 0.42
H 0.92 -4.60 0.57
H -0.20 -4.76 1.93
H -2.53 -2.98 1.00
H -2.12 -1.33 1.49
H -1.83 -3.84 3.23
H -2.94 -2.50 3.52
H -1.21 -2.24 3.67
N -1.06 -0.97 -3.49
N -0.79 0.32 -3.30
N -1.47 1.27 -3.88
C -0.80 2.35 -3.49
N 0.24 2.04 -2.74
N 0.22 0.73 -2.63
H -2.08 -1.08 -3.54
H -0.70 -1.49 -2.69
H -1.06 3.36 -3.76
C -4.67 -1.45 -0.39
Si -3.77 -0.08 -1.37
C -4.43 1.66 -0.91
C -4.33 -0.40 -3.19
O -2.20 -0.12 -1.20
H -5.72 -1.53 -0.63
H -4.58 -1.29 0.68
H -4.22 -2.42 -0.61
H -5.44 1.85 -1.26
H -3.78 2.41 -1.35
H -4.41 1.81 0.16
H -5.41 -0.27 -3.28
H -4.12 -1.42 -3.52
H -3.86 0.29 -3.88

Charge: -1
F_max: 0.0611 Eh/bohr
Electronic energy: -13524.11500 Eh



[8]
C20H30BrN2O4 | ωB97M-V/def2-TZVPD

Element x y z (Å)
C -6.03 -2.25 -0.34
C -5.37 -1.17 0.50
H -6.00 -0.28 0.55
H -5.17 -1.55 1.51
O -4.14 -0.72 -0.09
C -3.05 -1.46 0.16
O -3.05 -2.43 0.89
C -1.84 -0.97 -0.51
C -1.63 0.18 -1.24
N -0.32 0.21 -1.66
C 0.32 -0.92 -1.21
C 1.64 -1.34 -1.35
C 2.01 -2.50 -0.70
C 1.10 -3.28 0.04
C -0.22 -2.87 0.15
C -0.60 -1.68 -0.47
H -0.95 -3.44 0.69
O 1.63 -4.39 0.60
C 0.78 -5.25 1.33
H 0.35 -4.74 2.19
H -0.01 -5.64 0.69
H 1.42 -6.07 1.67
Br 3.83 -3.04 -0.75
H 2.36 -0.82 -1.95
C 0.32 1.29 -2.35
H 0.67 0.96 -3.34
H -0.40 2.10 -2.50
C 1.53 1.87 -1.57
O 1.76 3.23 -1.87
H 1.84 3.36 -2.82
H 2.43 1.29 -1.82
C 1.29 1.83 -0.06
N 2.40 2.51 0.64
H 2.61 3.33 0.04
C 3.64 1.69 0.72
C 3.50 0.43 1.57
H 2.78 -0.27 1.16
H 3.23 0.66 2.60
H 4.46 -0.07 1.59
H 4.43 2.32 1.14
H 3.94 1.41 -0.29
C 1.99 3.04 1.97
C 1.22 4.35 1.84
H 0.29 4.23 1.29
H 0.98 4.72 2.83
H 1.83 5.10 1.34
H 2.89 3.22 2.56
H 1.38 2.29 2.47
H 0.37 2.37 0.15
H 1.19 0.81 0.30
C -2.58 1.27 -1.60
H -3.55 1.03 -1.19
H -2.66 1.36 -2.68
H -2.26 2.23 -1.19
H -6.99 -2.52 0.10
H -6.19 -1.90 -1.36
H -5.40 -3.14 -0.38

Charge: +1
F_max: 0.0169 Eh/bohr
Energy relative to the best compared isomer or geometry (same formula, charge and spin): 4.2 kcal/mol
SMILES string: CCOC(=O)c1c(C)n(C[C@@H](O)C[NH+](CC)CC)c2cc(Br)c(OC)cc12
Electronic energy: -3764.38780 Eh



Q: Among the records above, which one has the highest electronic energy?
A: C20H29NO4